ORCA calculation (ωB97M-V/def2-TZVPD) on a molecular structure, C39H48BrCsN5O5P in a non-equilibrium geometry.

The geometry in XYZ format:
```
100
Properties=species:S:1:pos:R:3:lowdin_charge:R:1
Cs 0.917 2.953 -1.448 1.064
C -2.474 1.708 3.119 -0.143
C -1.142 1.484 3.834 -0.561
C -1.348 1.068 5.303 -0.139
P -0.057 0.450 2.719 1.097
C 1.743 0.753 3.184 -0.592
C 1.959 1.160 4.578 -0.174
C 2.599 -0.454 2.763 -0.127
C -0.496 -1.258 3.181 -0.325
C -0.037 -1.832 4.377 -0.108
C -0.322 -3.157 4.712 -0.327
C 0.241 -3.562 6.024 -0.103
C -1.229 -3.876 3.904 -0.073
C -1.613 -3.349 2.681 -0.036
C -1.374 -1.984 2.348 -0.307
N -1.976 -1.335 1.309 0.062
C -2.397 -1.865 0.197 -0.274
C -3.702 -2.405 -0.090 -0.221
C -4.662 -2.701 1.025 -0.071
C -4.119 -2.673 -1.374 -0.062
C -3.264 -2.585 -2.493 -0.285
C -3.696 -2.832 -3.951 -0.083
C -1.979 -2.077 -2.217 -0.050
C -1.532 -1.764 -0.960 -0.214
C -0.154 -1.237 -0.792 -0.054
H -3.000 2.607 3.521 0.077
H -3.163 0.792 3.150 0.096
H -2.282 1.891 2.047 0.044
H -0.502 2.391 3.747 0.092
H -1.750 0.016 5.402 0.082
H -2.160 1.642 5.801 0.062
H -0.494 1.172 5.981 0.045
H 1.968 1.550 2.432 0.037
H 1.803 0.365 5.308 0.054
H 1.329 2.008 4.950 0.071
H 3.033 1.443 4.728 0.074
H 2.125 -1.423 2.952 0.052
H 3.495 -0.521 3.459 0.075
H 2.971 -0.387 1.719 0.063
H 0.666 -1.205 4.973 0.093
H 0.357 -4.613 6.192 0.051
H -0.356 -3.136 6.853 0.072
H 1.190 -3.023 6.110 0.064
H -1.636 -4.803 4.270 0.087
H -2.178 -3.963 1.959 0.102
H -4.337 -2.192 1.934 0.070
H -4.812 -3.763 1.257 0.070
H -5.594 -2.349 0.659 0.049
H -5.154 -3.047 -1.495 0.112
H -3.744 -3.926 -4.266 0.074
H -3.028 -2.308 -4.629 0.053
H -4.707 -2.429 -4.120 0.054
H -1.339 -1.908 -3.064 0.100
H 0.525 -2.064 -0.519 0.082
H -0.013 -0.443 -0.004 0.050
H 0.250 -0.766 -1.714 0.061
C 3.949 0.402 -5.900 -0.065
N 2.643 0.522 -5.334 -0.086
C 1.519 0.280 -6.086 -0.078
C 0.284 0.671 -5.650 0.003
C 0.254 1.248 -4.304 -0.553
O -0.772 1.873 -3.933 -0.080
N 1.351 1.123 -3.486 -0.039
C 2.505 0.622 -3.920 -0.567
O 3.404 0.186 -3.209 0.001
H 4.204 1.155 -6.672 0.087
H 4.056 -0.537 -6.462 0.087
H 4.698 0.470 -5.160 0.051
H 1.718 -0.131 -7.088 0.119
H -0.557 0.537 -6.311 0.096
N 3.060 2.290 0.713 0.114
C 4.018 2.223 0.004 -0.312
N 5.202 2.138 -0.515 -0.088
C 5.466 2.091 -1.999 -0.077
C 6.241 0.815 -2.201 -0.221
O 7.559 0.912 -1.664 -0.145
C 7.375 0.795 -0.197 -0.148
C 6.286 1.741 0.381 -0.114
H 6.103 2.925 -2.309 0.129
H 4.480 2.026 -2.433 0.099
H 6.405 0.661 -3.296 0.130
H 5.710 -0.058 -1.749 0.144
H 8.363 0.999 0.210 0.111
H 7.168 -0.236 0.106 0.116
H 6.802 2.651 0.826 0.132
H 5.856 1.240 1.264 0.128
Br -7.217 1.021 -4.105 0.713
C -5.901 1.607 -2.975 -0.760
C -6.018 2.900 -2.430 -0.146
C -5.086 3.303 -1.468 -0.044
C -3.959 2.562 -1.211 -0.145
C -3.781 1.268 -1.742 0.034
C -4.786 0.805 -2.583 -0.097
C -2.948 3.278 -0.400 -0.628
O -3.481 4.235 0.265 -0.096
O -1.718 2.897 -0.319 -0.263
H -6.793 3.543 -2.868 0.081
H -5.246 4.280 -0.946 0.125
H -3.031 0.589 -1.332 0.122
H -4.733 -0.164 -3.043 0.069
```

The energy relative to the best compared isomer or geometry (same formula, charge and spin) comes out at 0.839 eV. The molar mass is 910.63 g/mol. As for the net charge: -2. Its strongest force on any atom is 4.7 eV/A. Its LUMO energy is 3.081 eV. The value obtained for the calculated total energy is -5100.3902 a.u. The calculation puts the HOMO-LUMO gap at 4.037 eV.